The following is a DFT calculation (wB97M-V/def2-TZVPD) of a gas-phase ion, C8H15N2 (charge +1) in a non-equilibrium geometry.

Summary:
Kohn-Sham gap (spin up / spin down) = 0.277 / 0.331 Ha
Total charge = +1
2S+1 = 3
⟨S²⟩ = 2.02
Highest occupied orbital energy (spin up / spin down) = -10.8 / -13.4 eV
E = -11508.51109 eV

Cartesian coordinates (Å):
1 H 1.4416 -0.4029 -2.2190
2 C 1.0596 -0.1491 -1.3009
3 H 0.4923 -2.2079 1.0341
4 H 3.8314 1.3817 -0.1445
5 C -0.8574 -0.8230 0.1893
6 H 3.4836 0.1468 -1.3741
7 C 3.2270 0.5286 -0.3972
8 N -2.0669 -0.2532 0.3384
9 C -0.6449 -1.8184 1.2390
10 H 1.5058 1.7893 -1.1172
11 H -1.9316 0.6939 -1.4323
12 N -3.7633 1.2843 -0.5893
13 C -0.0829 -0.7994 -1.0090
14 H 0.3377 1.8016 1.1896
15 C 1.7161 0.8626 -0.4649
16 H 1.4645 0.2834 1.6188
17 H -0.6604 -1.5021 2.2676
18 H -2.5107 -0.4725 1.2261
19 C 1.1741 1.0538 0.9063
20 H 3.3368 -0.3002 0.2307
21 H -0.4562 -1.6480 -1.6662
22 H -3.8342 1.8769 -1.4348
23 H -1.1865 -2.7465 1.0059
24 H -4.5626 1.2233 0.0216
25 C -2.5258 0.6343 -0.5453

Atomic forces in eV per Å
1.3 -0.3 -2.0
-3.0 -1.1 2.1
-2.6 0.9 0.9
0.2 0.1 0.3
-0.8 -0.4 1.9
0.5 0.2 -0.4
-1.2 0.8 -1.6
-0.2 1.3 -0.7
4.7 -2.5 -1.2
0.7 -0.7 1.1
0.3 0.4 -0.3
2.6 -0.3 -1.2
0.4 -1.0 -1.6
1.6 -1.3 -0.6
0.2 2.1 -0.7
-0.2 0.4 0.2
-0.5 0.2 0.4
-0.4 0.3 -0.3
-1.5 0.9 0.4
0.4 -1.0 1.4
0.6 1.2 0.1
-0.3 -0.6 1.1
-0.4 0.3 0.5
0.3 -0.2 0.2
-3.0 0.6 0.1

Results of the Mulliken charge analysis, in e, for atoms 1 through 5:
1 H 0.545
2 C -0.590
3 H 0.291
4 H 0.354
5 C 0.484



The following is a DFT calculation (wB97M-V/def2-TZVPD) of a molecular structure, C9H19Br9O6S2 in a non-equilibrium geometry.

Summary:
Kohn-Sham gap = 0.357 Ha
2S+1 = 1
Highest occupied orbital energy = -10.4 eV
E = -673976.80548 eV

Cartesian coordinates (Å):
1 C -3.5382 0.5615 -2.4250
2 Br -1.3476 0.7818 0.5904
3 H -5.8813 -1.1926 -2.5468
4 Br 0.8582 -2.3377 4.9076
5 O -2.6376 -1.6761 -1.3020
6 C -6.0223 -3.2638 -3.1849
7 H 1.7600 -0.6811 -2.9634
8 Br 3.4384 -0.2997 5.1030
9 Br -1.8724 3.9221 0.8978
10 H -4.9916 -2.3624 -1.5487
11 Br 1.0765 2.8924 0.2725
12 H 1.0341 0.1030 5.3321
13 C -5.2662 -2.0960 -2.5762
14 C 2.7130 -1.4415 -1.1395
15 H -7.0290 -3.2638 -2.7743
16 H -2.8367 1.1656 -1.8551
17 H 2.5502 4.9699 2.9253
18 H 4.0344 -1.4428 1.6341
19 C -0.5897 2.4839 1.2106
20 S -2.8369 -1.0921 -2.6164
21 C 4.4420 -0.4826 1.3383
22 H -3.7100 0.9688 -3.4156
23 O 5.5817 -1.6803 -0.7129
24 O -1.8023 -1.0576 -3.6017
25 Br 0.8586 6.4459 4.0103
26 H -0.3485 2.4558 2.2631
27 C 2.1935 5.0354 3.9430
28 H 2.4129 -1.7947 -0.1482
29 Br 3.7578 5.5535 5.0044
30 O 3.5890 -0.3246 -1.1631
31 H -5.5546 -4.2385 -3.0690
32 H -4.4427 0.4324 -1.8350
33 O 5.6431 0.8605 -0.6192
34 H 5.3259 -0.2570 1.9341
35 H -6.0067 -3.0612 -4.2613
36 S 5.0083 -0.4049 -0.3780
37 H 1.0006 -0.1941 -1.5250
38 O -4.0905 -1.8313 -3.3382
39 H 0.8074 -1.8943 -2.0271
40 C 1.5684 -0.5432 4.6506
41 C 1.4989 -1.0560 -1.9745
42 H 3.7084 0.3080 1.4451
43 Br 1.4752 3.2660 4.3541
44 Br 1.2663 0.0665 2.7905
45 H 3.2022 -2.3032 -1.6056

Atomic forces in eV per Å
0.4 -0.8 0.3
0.3 0.6 0.3
-0.1 -0.1 -0.1
0.4 0.6 -0.1
-0.1 0.5 -1.2
0.4 0.7 -0.9
0.3 -0.5 -0.1
-0.3 -0.3 -0.1
0.3 -0.4 0.2
0.1 0.3 -0.1
-0.4 -0.3 0.3
-0.2 0.1 -0.2
-0.2 -0.7 1.2
-0.5 -1.1 -1.2
-0.1 -0.1 -0.2
0.1 0.0 -0.1
-0.1 0.0 0.0
0.0 -0.1 -0.3
-0.2 0.2 -1.0
-0.9 0.2 0.3
0.7 0.6 -0.6
-0.1 0.0 0.0
0.4 0.7 0.1
-0.3 -0.2 0.4
0.2 -0.5 0.0
-0.2 -0.2 0.1
0.2 0.3 0.2
0.1 0.6 0.2
-0.6 -0.4 -0.2
1.0 0.8 0.8
0.2 0.1 0.4
-0.1 0.2 -0.1
-0.3 -1.0 0.1
-0.1 0.0 0.1
-0.6 -0.2 0.0
-1.5 -0.7 0.1
-0.2 -0.2 0.3
1.2 0.3 0.0
-0.1 0.1 -0.1
0.1 0.0 -0.5
0.0 0.6 0.5
0.0 0.1 0.1
0.3 0.7 0.1
-0.1 -0.5 1.0
0.2 0.2 0.0

Results of the Mulliken charge analysis, in e, for atoms 1 through 5:
1 C -0.850
2 Br 0.025
3 H 0.289
4 Br -0.042
5 O -0.604



The following is a DFT calculation (wB97M-V/def2-TZVPD) of a molecular structure, C5H9CuO3 in a non-equilibrium geometry.

Summary:
Kohn-Sham gap = 0.187 Ha
2S+1 = 1
Highest occupied orbital energy = -7.0 eV
E = -56106.08928 eV

Cartesian coordinates (Å):
1 H -0.2193 -0.9086 -1.4624
2 C -1.4841 0.2716 -2.7774
3 C 0.4425 1.2056 0.1866
4 C 1.9644 -1.2773 2.8281
5 H -0.3430 -0.1229 2.5052
6 C -0.3203 0.1218 -1.8275
7 H 2.0585 -2.2042 3.3964
8 O 0.0796 2.0830 0.9982
9 H -1.6788 1.3284 -3.0040
10 C 0.8457 -1.0098 2.1556
11 H 2.9220 -0.8623 2.5070
12 O 1.1859 0.2053 0.4175
13 H 0.1827 -1.8247 1.8554
14 O -0.5626 0.9853 -0.7060
15 Cu -2.0459 2.0018 1.2758
16 H -2.4016 -0.1392 -2.3352
17 H 0.6284 0.4045 -2.3020
18 H -1.2543 -0.2585 -3.7112

Atomic forces in eV per Å
0.0 0.2 -0.1
-0.2 0.0 -0.1
-1.5 -4.2 2.6
1.4 0.1 -0.9
3.2 -0.5 -1.6
0.2 -0.1 0.3
0.0 -0.5 -1.1
-0.2 1.7 0.9
0.2 -0.2 0.0
-4.8 0.3 1.5
-0.3 1.2 1.3
0.9 2.1 -1.2
0.0 -0.2 0.7
-0.7 0.4 -2.0
1.9 -0.3 -0.4
0.2 0.0 -0.2
-0.2 0.0 0.1
-0.2 0.1 0.2

Results of the Mulliken charge analysis, in e, for atoms 1 through 5:
1 H 0.259
2 C -1.137
3 C 0.730
4 C -0.691
5 H -0.019



The following is a DFT calculation (wB97M-V/def2-TZVPD) of 2 unconnected molecules or ions with the total composition ClH3NO2P in a non-equilibrium geometry.

Summary:
Kohn-Sham gap = 0.355 Ha
SMILES = NOP=O.Cl
2S+1 = 1
Highest occupied orbital energy = -10.3 eV
E = -27443.81476 eV

Cartesian coordinates (Å):
1 O 1.2445 -0.4876 1.9034
2 H -0.6548 0.0670 -0.7021
3 Cl 0.9980 1.4480 -2.7586
4 H 0.1272 0.4447 0.7438
5 H -0.2296 1.0548 -2.3752
6 N -0.8304 0.1802 0.2795
7 P 0.2413 -1.5214 2.0756
8 O -0.8963 -1.1857 0.8336

Atomic forces in eV per Å
1.3 0.9 0.6
0.3 -0.6 -0.4
-1.6 -0.5 0.5
-1.9 0.2 -1.6
1.6 0.6 -0.7
2.1 -0.2 2.6
-2.3 -0.2 -2.3
0.6 -0.3 1.2

Results of the Mulliken charge analysis, in e, for atoms 1 through 5:
1 O -0.478
2 H 0.142
3 Cl -0.236
4 H 0.396
5 H 0.260



The following is a DFT calculation (wB97M-V/def2-TZVPD) of a single CH2BrPSi molecule in a non-equilibrium geometry.

Summary:
Kohn-Sham gap = 0.317 Ha
SMILES = BrC1=P[SiH2]1
2S+1 = 1
Highest occupied orbital energy = -9.0 eV
E = -88275.71374 eV

Cartesian coordinates (Å):
1 H 0.9063 0.1519 1.9679
2 P -0.1891 1.6311 -0.5194
3 C -0.7783 0.0508 -0.5812
4 Si 0.6897 -0.0488 0.5809
5 Br -2.3753 -0.6653 -1.3936
6 H 1.7467 -1.1197 -0.0545

Atomic forces in eV per Å
-0.3 -0.2 1.2
-0.1 -0.4 -0.6
-0.3 0.5 1.0
0.7 -1.8 -3.1
1.0 0.3 0.5
-1.1 1.5 1.0

Results of the Mulliken charge analysis, in e, for atoms 1 through 5:
1 H -0.069
2 P -0.097
3 C 0.087
4 Si 0.223
5 Br -0.098



The following is a DFT calculation (wB97M-V/def2-TZVPD) of 2 unconnected molecules or ions with the total composition C3H13N5 in a non-equilibrium geometry.

Summary:
Kohn-Sham gap = 0.318 Ha
SMILES = CN(N)NN.C=CN
2S+1 = 1
Highest occupied orbital energy = -7.8 eV
E = -10767.58512 eV

Cartesian coordinates (Å):
1 N -1.7182 0.9167 -0.8770
2 H -0.0369 1.0457 -2.8074
3 H 0.2038 1.9634 0.6651
4 H 0.2831 -0.5702 0.1483
5 C 0.5655 -0.6883 2.4102
6 H 0.1073 2.7196 -0.9394
7 N -0.1300 0.6123 -0.8539
8 H -2.4703 -0.9562 -0.7212
9 H 0.1081 0.2733 2.5719
10 C 0.4740 1.8483 -0.3821
11 N -2.5063 -0.0478 -0.2530
12 H -2.1197 1.0268 -1.8145
13 H -2.2390 -0.0932 0.7263
14 H 1.6568 -2.9275 1.6321
15 H 0.8430 -1.2504 3.2939
16 N 1.3256 -2.3690 0.8545
17 H 1.1587 0.0075 -2.2567
18 H 1.9288 -2.4104 0.0479
19 H 1.5597 1.7669 -0.4354
20 C 0.8286 -1.1248 1.1827
21 N 0.1775 0.2572 -2.1926

Atomic forces in eV per Å
1.5 0.2 1.0
0.5 -0.1 0.0
0.0 0.1 0.0
2.0 -1.1 3.2
0.3 0.0 0.2
0.2 -0.1 0.0
-3.8 0.8 -1.7
0.3 0.1 0.5
-0.2 0.1 0.0
-0.2 0.1 0.0
0.3 -0.1 -0.2
1.1 -0.2 0.0
-0.2 -0.3 -0.3
0.2 0.0 -0.1
0.1 0.0 0.1
0.4 -0.6 0.4
0.0 0.1 -0.1
-0.1 0.0 0.1
0.0 0.0 -0.1
-2.1 0.9 -2.9
-0.1 0.1 -0.1

Results of the Mulliken charge analysis, in e, for atoms 1 through 5:
1 N -0.288
2 H 0.246
3 H 0.257
4 H 0.244
5 C -0.992